(1)
20 unconnected molecules or ions with the total composition C76H201N9O29 at a distorted geometry. Source: the Open Molecules 2025 dataset; level of theory: ωB97M-V/def2-TZVPD.

Its spin multiplicity is 1. As for the HOMO-LUMO gap: 0.329 Eh. The calculation puts the HOMO energy at -8.74 eV. The value obtained for the energy is -5690.496443 Eh.

Cartesian coordinates (Å):
1 C 3.10211 5.50475 2.36314
2 O 4.11025 4.68390 2.87637
3 C 4.12973 3.36350 2.43162
4 C 4.50589 3.18969 1.03420
5 N 5.84257 3.61420 0.80151
6 C 6.14434 3.61277 -0.60119
7 C 7.48804 4.30728 -0.89883
8 O 7.70120 4.17429 -2.31117
9 C 8.87852 4.80808 -2.77190
10 H 2.17889 4.94387 2.19623
11 H 3.40576 5.84834 1.37015
12 H 3.03218 6.30791 3.06905
13 H 3.12325 2.94195 2.53650
14 H 4.72191 2.81684 3.15316
15 H 3.77954 3.73326 0.39292
16 H 4.36509 2.11260 0.81953
17 H 5.88920 4.59196 1.06603
18 H 5.32350 4.07131 -1.16204
19 H 6.17613 2.56608 -0.90735
20 H 8.30080 3.87840 -0.30484
21 H 7.40107 5.37146 -0.63004
22 H 8.89637 4.64313 -3.82874
23 H 9.75387 4.35464 -2.31484
24 H 8.81853 5.85291 -2.50047
25 C -6.18889 -0.63822 -3.93696
26 O -6.85307 -0.38114 -2.70101
27 C -6.53921 0.84965 -2.17616
28 C -5.22662 0.74863 -1.36124
29 N -5.39836 0.27890 0.00105
30 C -5.93252 -1.07085 0.18578
31 C -5.73096 -1.48283 1.60703
32 O -4.37543 -1.60640 1.96145
33 C -4.25108 -1.82897 3.34605
34 H -6.55295 -1.60087 -4.29164
35 H -5.10891 -0.70178 -3.82145
36 H -6.51874 0.18209 -4.57811
37 H -7.35048 1.10130 -1.46773
38 H -6.45056 1.62391 -2.94408
39 H -4.83831 1.77633 -1.33628
40 H -4.55950 0.13905 -1.94432
41 H -4.46104 0.26256 0.38029
42 H -5.54704 -1.76968 -0.56436
43 H -7.02470 -1.07518 0.02074
44 H -6.21862 -2.43446 1.81310
45 H -6.20326 -0.71461 2.21109
46 H -4.53327 -0.91906 3.88346
47 H -3.19061 -2.00744 3.49679
48 H -4.78745 -2.72786 3.68448
49 C 0.61666 2.77727 0.20865
50 O 1.61046 3.48271 -0.59640
51 C 1.12200 4.69631 -1.10163
52 C 2.28177 5.39290 -1.81638
53 N 2.71796 4.57875 -2.91284
54 C 4.04761 4.95664 -3.34626
55 C 4.68012 3.92345 -4.23253
56 O 4.72260 2.74408 -3.45835
57 C 5.66800 1.76408 -3.91131
58 H 0.62398 3.32275 1.15642
59 H 0.92816 1.76833 0.40028
60 H -0.35324 2.86167 -0.26285
61 H 0.82673 5.34214 -0.28198
62 H 0.28832 4.46669 -1.77227
63 H 3.07606 5.60677 -1.09429
64 H 1.89326 6.34440 -2.21296
65 H 2.73806 3.64542 -2.51599
66 H 4.70977 5.15378 -2.48968
67 H 3.97168 5.87839 -3.93333
68 H 5.70715 4.18508 -4.46123
69 H 4.14161 3.77086 -5.17420
70 H 5.49583 0.90174 -3.29701
71 H 6.67993 2.15299 -3.77540
72 H 5.43139 1.58913 -4.95934
73 C -2.87445 2.48942 1.28324
74 O -2.37263 1.46277 0.40506
75 C -1.91909 0.37884 1.17137
76 C -1.57091 -0.77044 0.25699
77 N -0.36152 -0.41112 -0.40288
78 C 0.03501 -1.43629 -1.34281
79 C 1.32419 -1.03910 -1.96864
80 O 1.12488 0.20288 -2.52221
81 C 2.30574 0.78674 -3.02195
82 H -2.06642 2.74457 1.98294
83 H -3.75293 2.14609 1.82449
84 H -3.11770 3.27718 0.59761
85 H -2.71456 0.06362 1.86332
86 H -1.06849 0.67412 1.77969
87 H -2.44712 -0.97541 -0.38277
88 H -1.44441 -1.71891 0.78826
89 H -0.47310 0.48247 -0.86905
90 H -0.70422 -1.59327 -2.14227
91 H 0.23790 -2.42072 -0.90694
92 H 1.60642 -1.77939 -2.74091
93 H 2.12100 -1.03896 -1.21010
94 H 3.02664 0.82924 -2.19848
95 H 2.02898 1.74073 -3.45722
96 H 2.69371 0.12513 -3.80230
97 C 3.37935 -3.37549 1.36822
98 O 2.44695 -2.76556 2.25081
99 C 2.46565 -1.37368 2.15783
100 C 1.48300 -0.86629 3.19361
101 N 1.57436 0.54412 3.30099
102 C 0.68502 0.93426 4.42385
103 C 0.63191 2.39161 4.60554
104 O -0.19967 2.99510 3.61569
105 C -0.50536 4.29664 3.99904
106 H 4.39996 -3.01553 1.56046
107 H 3.14350 -3.04047 0.36859
108 H 3.33424 -4.46041 1.50620
109 H 2.30997 -1.08406 1.11051
110 H 3.45828 -0.96113 2.42113
111 H 1.85788 -1.28037 4.11940
112 H 0.45394 -1.13360 2.95358
113 H 1.31919 1.04381 2.45247
114 H 1.13437 0.45622 5.25635
115 H -0.31525 0.52482 4.25769
116 H 1.63669 2.81515 4.55577
117 H 0.18732 2.60585 5.57793
118 H -0.87437 4.85259 3.12717
119 H 0.39689 4.83434 4.33296
120 H -1.27750 4.30273 4.78997
121 C 9.47061 -2.68259 2.65811
122 O 8.22380 -2.22663 2.26990
123 C 8.22600 -0.89495 1.87157
124 C 6.89130 -0.58927 1.31834
125 N 6.64029 -1.35801 0.13571
126 C 5.42560 -0.95580 -0.52997
127 C 5.26100 -1.70706 -1.79296
128 O 4.70545 -2.98496 -1.53225
129 C 4.39970 -3.66510 -2.68821
130 H 10.25930 -2.57228 1.91562
131 H 9.39958 -3.67790 3.06229
132 H 9.76524 -1.99008 3.46114
133 H 8.96582 -0.79049 1.08057
134 H 8.42535 -0.23813 2.73561
135 H 6.84192 0.48211 1.10364
136 H 6.15588 -0.87995 2.06406
137 H 6.59364 -2.31399 0.44942
138 H 5.49946 0.11428 -0.78356
139 H 4.53228 -0.96161 0.10276
140 H 6.21722 -1.86959 -2.28058
141 H 4.52165 -1.25773 -2.43103
142 H 4.01734 -4.63322 -2.34899
143 H 5.30034 -3.75151 -3.30690
144 H 3.61614 -3.11232 -3.20112
145 C 1.11862 -7.52736 12.58742
146 O 0.98840 -8.22093 11.37817
147 C 1.63393 -7.64649 10.29558
148 C 0.79264 -6.53454 9.65450
149 N 1.43866 -6.02577 8.48592
150 C 0.57231 -5.05745 7.74283
151 C 1.27653 -4.43282 6.59343
152 O 1.58417 -5.44354 5.63844
153 C 2.14105 -4.97551 4.43106
154 H 2.14061 -7.27718 12.88342
155 H 0.67755 -8.12672 13.37931
156 H 0.50302 -6.62119 12.46459
157 H 1.79293 -8.38741 9.51409
158 H 2.64330 -7.26835 10.51361
159 H 0.51004 -5.74185 10.34758
160 H -0.15381 -7.07222 9.42789
161 H 1.72641 -6.82225 7.93773
162 H 0.23300 -4.29204 8.43484
163 H -0.32502 -5.57452 7.39215
164 H 2.20583 -3.95820 6.90918
165 H 0.66479 -3.64295 6.14479
166 H 2.15869 -5.84186 3.75899
167 H 3.11393 -4.55147 4.68330
168 H 1.51382 -4.19056 4.00850
169 C -1.99747 1.48926 -3.16002
170 O -2.25154 0.67356 -4.33795
171 C -1.06859 0.21119 -4.93010
172 C -1.27665 -0.19067 -6.36502
173 N -2.10827 -1.37155 -6.49452
174 C -2.46847 -1.70939 -7.86067
175 C -3.59975 -2.72683 -7.77919
176 O -4.74018 -2.10437 -7.24350
177 C -5.87421 -2.96663 -7.22835
178 H -2.99442 1.74119 -2.79689
179 H -1.47949 2.37196 -3.53643
180 H -1.38321 0.92982 -2.46569
181 H -0.61438 -0.59739 -4.33522
182 H -0.35918 1.04493 -4.91158
183 H -0.29714 -0.44522 -6.78433
184 H -1.68599 0.64149 -6.93822
185 H -2.90119 -1.26375 -5.86740
186 H -1.62737 -2.21953 -8.34561
187 H -2.71987 -0.81170 -8.41308
188 H -3.27989 -3.60450 -7.16528
189 H -3.92897 -3.12978 -8.74038
190 H -6.24597 -3.32487 -8.21311
191 H -6.72708 -2.44110 -6.79295
192 H -5.65490 -3.88365 -6.68627
193 C -4.26912 -4.06975 -3.62078
194 O -4.27090 -4.13386 -2.17453
195 C -2.94637 -4.15008 -1.77243
196 C -2.91106 -4.14253 -0.26372
197 N -3.35577 -5.39156 0.31679
198 C -3.65181 -5.23066 1.73781
199 C -2.34332 -5.15650 2.51172
200 O -2.65920 -5.04631 3.85247
201 C -1.54991 -4.68290 4.68902
202 H -5.29783 -3.98758 -3.94627
203 H -3.89613 -5.05435 -3.90337
204 H -3.58018 -3.27199 -3.93832
205 H -2.47672 -3.22279 -2.15994
206 H -2.35517 -4.98736 -2.16454
207 H -3.41889 -3.26433 0.18238
208 H -1.85504 -3.96970 0.01610
209 H -4.14114 -5.69495 -0.24460
210 H -4.24858 -6.06697 2.07211
211 H -4.18155 -4.27571 1.91087
212 H -1.80621 -4.25626 2.18913
213 H -1.80866 -6.10080 2.36264
214 H -1.88596 -4.39071 5.66783
215 H -0.97963 -3.84331 4.27795
216 H -0.91484 -5.57375 4.75521
217 C -4.11037 4.86804 -2.31335
218 C -5.29495 4.24489 -2.97833
219 O -5.74033 5.03066 -4.12705
220 H -4.31866 5.80839 -1.80762
221 H -3.24614 5.06413 -2.92919
222 H -3.81028 4.19832 -1.50661
223 H -6.16698 4.02783 -2.35298
224 H -4.95856 3.31613 -3.47629
225 H -6.04205 5.88013 -3.79784
226 C -0.03874 -0.77161 7.66809
227 C -1.53287 -1.01264 7.34261
228 O -1.71415 -0.59472 6.00174
229 H 0.45945 -1.19868 6.78577
230 H 0.23936 -1.42708 8.48911
231 H 0.27205 0.24884 7.87241
232 H -2.14915 -0.38640 7.98872
233 H -1.76547 -2.07887 7.51737
234 H -2.49948 -0.02652 6.00506
235 C 2.92496 1.78269 -7.04561
236 C 3.80537 1.84226 -8.35249
237 O 2.92811 1.84764 -9.44580
238 H 2.16310 2.55008 -7.17797
239 H 3.50062 1.94257 -6.13901
240 H 2.37814 0.83995 -7.02709
241 H 4.49998 1.00864 -8.32505
242 H 4.47282 2.69971 -8.30059
243 H 3.50771 1.79940 -10.21875
244 C -7.19571 1.93989 3.37896
245 C -7.88103 1.81184 1.98002
246 O -7.01193 2.42308 0.96847
247 H -7.30472 2.97677 3.71610
248 H -6.13027 1.68098 3.39880
249 H -7.74962 1.36190 4.11613
250 H -8.81428 2.33681 1.94147
251 H -8.01323 0.76676 1.68133
252 H -6.43507 1.68085 0.75933
253 C -4.53704 5.04502 3.07483
254 C -5.74874 5.64487 2.33622
255 O -5.85916 7.03872 2.52015
256 H -3.65377 5.65676 2.84160
257 H -4.32917 4.01824 2.77704
258 H -4.65324 5.10874 4.15728
259 H -6.67255 5.19092 2.69749
260 H -5.66970 5.48384 1.26803
261 H -6.06505 7.13913 3.45378
262 C 4.53842 -2.16195 -6.64525
263 C 3.01379 -2.19984 -6.54563
264 O 2.64133 -3.46893 -6.08377
265 H 5.03870 -2.35890 -5.69579
266 H 4.89608 -1.17372 -6.93002
267 H 4.87894 -2.90136 -7.39041
268 H 2.58519 -1.85725 -7.48033
269 H 2.66886 -1.40213 -5.85440
270 H 1.66950 -3.43362 -6.08004
271 C -2.87689 2.86509 6.76714
272 C -3.64195 2.26121 5.53093
273 O -4.09973 0.91216 5.79956
274 H -2.21415 2.11537 7.18004
275 H -3.58927 3.15772 7.54453
276 H -2.24184 3.67631 6.42503
277 H -2.87599 2.19210 4.76211
278 H -4.45027 2.89830 5.15951
279 H -4.60466 0.93236 6.63507
280 C -2.66718 7.03806 0.18959
281 C -3.19084 8.46286 0.68469
282 O -3.33789 8.45264 2.09468
283 H -1.65490 6.88188 0.60315
284 H -2.57169 6.93141 -0.88367
285 H -3.39305 6.27692 0.48789
286 H -4.11124 8.70913 0.12806
287 H -2.42627 9.20269 0.44178
288 H -4.19454 7.98534 2.15631
289 C -0.88047 4.36763 -6.10509
290 C -0.11905 4.34950 -4.82730
291 O 0.82287 5.32666 -4.83412
292 H -1.69173 3.64833 -5.99394
293 H -0.31235 4.19818 -7.01029
294 H -1.33930 5.34716 -6.19228
295 H 0.35167 3.34787 -4.74026
296 H -0.85325 4.39979 -4.02165
297 H 1.48134 4.93727 -4.22604
298 C 1.16025 -6.07219 -0.04291
299 C 2.25183 -6.83845 -0.69373
300 O 2.23755 -6.75495 -2.08961
301 H 1.33575 -6.20409 1.03033
302 H 0.16428 -6.44759 -0.28641
303 H 1.18146 -5.00248 -0.26178
304 H 2.29498 -7.89304 -0.38651
305 H 3.20374 -6.40702 -0.41307
306 H 1.35009 -6.97846 -2.38030
307 C 0.37523 -4.90158 -4.05963
308 C -0.74564 -4.18378 -4.83090
309 O -0.20653 -3.27082 -5.75227
310 H 0.95113 -4.21005 -3.45131
311 H 1.00557 -5.43136 -4.77785
312 H -0.03105 -5.60643 -3.33776
313 H -1.37292 -3.64408 -4.11838
314 H -1.36023 -4.93015 -5.34335
315 H -0.89728 -2.60976 -5.96925

Mulliken atomic charge list, values in e, 4 entries: atom 1 (C): -0.226, atom 2 (O): -0.496, atom 3 (C): -0.258, atom 4 (C): 1.341

***

(2)
6 unconnected molecules or ions with the total composition H11O5S at a distorted geometry. Source: the Open Molecules 2025 dataset; level of theory: ωB97M-V/def2-TZVPD.

Its spin multiplicity is 1. As for the HOMO-LUMO gap: 0.274 Eh. The calculation puts the energy above the lowest of the compared OMol25 structures with the same formula, charge and spin at 96.6 kJ/mol. Its charge is -1. The calculation puts the HOMO energy at -3.69 eV. The value obtained for the energy is -781.050675 Eh.

Cartesian coordinates (Å):
1 S -2.09673 -0.30610 0.90848
2 H -2.16350 0.67053 0.02214
3 H 0.21099 2.08070 1.16951
4 H 0.56756 0.77436 1.18449
5 O 0.81544 1.56086 0.61610
6 H 1.21791 0.87763 -1.19539
7 H 0.61671 0.04190 -2.39858
8 O 1.27868 0.03756 -1.70151
9 H -2.07737 0.17477 -2.12510
10 H -1.05104 0.86618 -1.23504
11 O -1.49146 0.92428 -2.09796
12 H 1.27915 -1.57173 -0.48343
13 H -0.08481 -1.99592 0.18689
14 O 0.87806 -2.05599 0.26585
15 H 0.09309 -0.58787 2.79004
16 H 1.01229 -1.00462 1.62837
17 O 0.99504 -0.48653 2.46513

natural (NBO) atomic charge list, values in e, 4 entries: atom 1 (S): -1.046, atom 2 (H): 0.076, atom 3 (H): 0.472, atom 4 (H): 0.512

***

(3)
2 unconnected molecules or ions with the total composition C9H14 at a distorted geometry. Source: the Open Molecules 2025 dataset; level of theory: ωB97M-V/def2-TZVPD.

Its spin multiplicity is 2. As for the HOMO-LUMO gap (alpha / beta): 0.093 / 0.244 Eh. The calculation puts the energy above the lowest of the compared OMol25 structures with the same formula, charge and spin at 223.4 kJ/mol. Its charge is -1. The calculation puts the HOMO energy (alpha / beta) at 0.89 / -3.23 eV. As for the expectation value of S²: 0.759. The value obtained for the energy is -351.194226 Eh.

Cartesian coordinates (Å):
1 C 3.55965 -2.50566 0.85477
2 C 3.23428 -1.81123 2.18045
3 H 3.62265 -3.69737 0.88278
4 H 3.00783 -2.06606 0.03962
5 H 4.59119 -2.32626 0.64875
6 H 2.18397 -1.35432 2.03047
7 H 2.94130 -2.63147 2.99745
8 H 3.95264 -1.21965 2.48014
9 C 0.57734 -0.58922 -1.26809
10 C -1.59574 1.66752 0.89260
11 C -0.38729 1.33938 0.17809
12 C -2.73820 1.58620 0.17289
13 C -0.47409 0.37309 -0.84931
14 C -2.72418 1.06986 -1.15066
15 C -1.65450 0.36485 -1.65403
16 H -1.33808 2.16535 1.82158
17 H 0.49386 1.58619 0.66678
18 H -3.58577 2.12048 0.65785
19 H -3.57192 1.31094 -1.72788
20 H 1.45567 -0.42286 -0.64565
21 H 1.01311 -0.42159 -2.20438
22 H -1.75172 -0.39612 -2.36930
23 H 0.20165 -1.61602 -1.41843

natural (NBO) atomic charge list, values in e, 4 entries: atom 1 (C): -0.616, atom 2 (C): -0.602, atom 3 (H): 0.192, atom 4 (H): 0.226

***

(4)
C4H2O2 in the gas phase at a distorted geometry. Source: the Open Molecules 2025 dataset; level of theory: ωB97M-V/def2-TZVPD.

Its spin multiplicity is 1. As for the HOMO-LUMO gap (alpha / beta): 0.239 / 0.242 Eh. The calculation puts the energy above the lowest of the compared OMol25 structures with the same formula, charge and spin at 336.2 kJ/mol. The calculation puts the HOMO energy (alpha / beta) at -8.79 / -8.79 eV. The value obtained for the energy is -303.881771 Eh.

Cartesian coordinates (Å):
1 C 0.89449 -0.41255 -0.10349
2 C -1.06919 0.82386 -0.00521
3 C 2.03873 0.14997 -0.10165
4 C -0.51735 -0.35777 -0.13866
5 O 3.12577 0.59699 -0.17857
6 O -1.21676 -1.50330 -0.12807
7 H -1.21526 1.83001 0.38230
8 H -2.04043 -1.12723 0.27335

natural (NBO) atomic charge list, values in e, 4 entries: atom 1 (C): -0.356, atom 2 (C): -0.099, atom 3 (C): 0.626, atom 4 (C): 0.192